# 1
Here is a single C7H11Cl molecule from the Open Molecules 2025 dataset. Energies are from wB97M-V/def2-TZVPD.

Highest occupied orbital energy = -8.561 eV
Lowest unoccupied orbital energy = 0.0323 hartree
Orbital gap = 9.44 eV
Energy above the lowest of the compared OMol25 structures with the same formula, charge and spin = 21.3 kcal/mol
SMILES = C=C(C=C(C)C)CCl

Element x y z (Å)
C 2.3894 -0.2169 -0.8380
C 1.0574 -0.3702 -0.1241
C 0.8833 -1.5714 0.7253
C 0.2286 0.6151 -0.3641
C -1.1607 0.8670 0.0089
C -1.5503 2.1501 -0.0626
C -2.1123 -0.1929 0.5190
H 3.1417 -0.4017 -0.0938
H 2.5921 0.7938 -1.2529
H 2.4499 -0.9344 -1.6381
H 0.5259 -1.2681 1.7399
H 1.7792 -2.1488 0.8261
H 0.1008 -2.2356 0.3738
H 0.5171 1.5239 -0.9813
H -2.6461 2.3409 0.0519
H -0.8459 2.9770 -0.2982
H -3.1159 0.2155 0.8318
H -1.7054 -0.7611 1.3649
Cl -2.5288 -1.3823 -0.7884

***

# 2
Here is 2 unconnected molecules or ions with the total composition C6H10N2 from the Open Molecules 2025 dataset. Energies are from wB97M-V/def2-TZVPD.

Highest occupied orbital energy = -8.490 eV
Lowest unoccupied orbital energy = 0.0109 hartree
Orbital gap = 8.79 eV
Energy above the lowest of the compared OMol25 structures with the same formula, charge and spin = 143.0 kcal/mol
SMILES = C=C(C)/N=N/C.C#C

Element x y z (Å)
C -2.8575 -1.6664 -0.1278
C -2.3426 -0.5841 -0.1367
C 1.0499 -0.5029 0.1703
C 1.7063 -1.3546 -0.9753
C 0.4315 -1.1192 1.1986
C -0.0072 2.9723 0.0902
N 1.0912 0.8111 0.0344
N 0.0687 1.5357 0.1768
H -3.1715 -2.5960 0.0156
H 2.1226 -0.6282 -1.7928
H 2.3566 -2.2158 -0.6607
H 0.9179 -2.0411 -1.4179
H 0.7288 -2.2045 1.4304
H 0.0243 -0.6015 2.1118
H -1.9617 0.3068 -0.0482
H 0.8588 3.4116 -0.2214
H -0.6540 3.0854 -0.8281
H -0.3621 3.3914 0.9808